10
Properties=species:S:1:pos:R:3:lowdin_charge:R:1 method="wB97M-V/def2-TZVPD" mol_weight_da=99.1 lumo_ev="3.780 / 3.780" total_energy_ev=-10232.4666 charge=-1 max_force_ev_per_a=4.25 smiles="[NH-]NC(=O)C=C=O" homo_energy_ev="-1.35 / -1.35" de_lowest_kcal_mol=82.10
N 1.6655 0.2219 0.4537 -0.1438
N 0.4375 0.4814 0.9179 -0.1718
C -0.7949 0.0692 0.5189 -0.5617
O -1.8360 0.4595 1.0962 -0.1207
C -0.7535 -0.7294 -0.7275 -0.0403
C -0.0721 -1.0642 -1.7809 -0.2324
O 0.4922 -1.1841 -2.8268 0.0850
H 1.4592 -0.4126 -0.3117 -0.0905
H 0.4748 0.7913 1.8873 0.1213
H -1.8015 -1.1996 -0.9610 0.1550